No. 1
C29H57Li2O10 | ωB97M-V/def2-TZVPD

Cartesian coordinates (Å):
O -2.24410 -3.89500 -0.20163
O 3.75898 2.23928 -1.06422
O -0.91995 -0.45555 3.78735
O -0.14892 5.90146 1.95919
O 2.18239 -5.62073 2.10589
O -1.33954 0.50772 0.20345
O 0.70074 0.18965 1.07293
O -0.61802 -1.55752 0.62517
O -3.69841 2.41764 -0.13825
O -2.93905 0.35913 -4.01894
C 1.21851 0.10829 4.62307
C -2.83078 3.00608 -1.13074
C -3.44161 4.38811 -1.33066
C 1.78762 5.03138 1.04513
C 2.37071 -3.28941 1.57781
C -4.93372 4.05227 -1.33903
C -2.04970 -6.26295 -0.32804
C 0.89657 -1.34953 4.93301
C -1.19435 -4.21968 -1.09617
C -0.89619 -0.63585 -3.28915
C -0.13943 0.67583 4.17835
C 2.90074 1.12267 -0.89482
C -5.04814 2.87675 -0.38342
C 0.47479 6.89455 1.15541
C -0.07675 -1.64565 3.85373
C 1.27001 6.11560 0.10059
C -1.90662 0.97387 -4.79578
C 1.47504 -4.39542 2.16475
C -0.72762 -0.00076 -4.65273
C -2.86471 -5.09830 0.28299
C 0.53570 4.64217 1.81233
C 3.67144 -4.01466 1.21055
C 4.14694 0.92188 -2.94983
C 3.57979 -5.34541 2.00499
C -1.48203 -5.64284 -1.60361
C 4.75338 1.97104 -2.03787
C 3.34250 0.08312 -1.96033
C -0.46595 -0.30844 0.59419
C -2.38651 -0.35383 -2.93616
Li -2.46618 -2.20418 0.65431
Li -3.23222 0.54518 0.44531
H 0.48875 -4.49923 1.71064
H 5.00397 2.89398 -2.56132
H 2.45095 -0.36017 -2.40762
H -2.69983 -7.13036 -0.46755
H 2.53135 -2.55986 2.36521
H -0.76862 -0.65314 -5.52811
H 3.76766 -4.25910 0.15827
H 1.14577 7.51073 1.76461
H -5.71024 2.09652 -0.76947
H 0.18789 0.56140 -4.86415
H -2.30093 -5.66577 -2.32415
H 1.30867 -4.15030 3.22262
H -5.46274 3.14458 0.59137
H -2.24674 1.01794 -5.82752
H -0.61172 -1.67972 -3.23104
H -3.06985 5.05292 -0.54932
H -0.78044 -2.46059 4.03138
H 3.96962 -0.70292 -1.54341
H 3.54548 1.25746 -3.79347
H -0.11040 3.93743 1.27667
H 1.76403 0.65377 5.39505
H 1.91108 0.24790 3.78285
H 2.06108 6.68535 -0.37566
H 4.05155 -5.35846 2.99207
H -0.02696 1.39994 3.37360
H 1.89254 -2.92439 0.67095
H -2.86734 2.46477 -2.08172
H 2.14623 4.16847 0.46600
H -0.22029 -4.22056 -0.60086
H 4.02904 -6.18200 1.46847
H 0.49396 1.14123 1.09325
H 2.95210 0.65170 0.08881
H 1.80734 -1.93697 4.78789
H 0.60119 5.60450 -0.59277
H -2.52479 0.16413 -1.98313
H -5.48388 4.95899 -1.10097
H -0.59174 -6.12680 -1.99166
H -1.73429 1.98526 -4.41587
H -5.13512 3.71558 -2.35648
H 2.65217 5.33955 1.63045
H 5.65694 1.58918 -1.55074
H -0.31772 -0.03826 -2.57855
H -2.96559 -1.28677 -2.91624
H -1.33826 -6.67120 0.39544
H -0.26447 7.59777 0.76769
H 4.97158 0.34023 -3.37170
H 0.48750 -1.49363 5.93146
H 4.52387 -3.46475 1.60783
H -0.56297 1.13161 5.07778
H 1.88731 1.51048 -1.03780
H 0.77812 4.18993 2.77636
H -1.80524 3.04420 -0.77542
H -3.86864 -5.23501 -0.12103
H -2.80676 -5.16751 1.36761
H 0.44627 -1.83252 2.91364
H -3.11728 4.82259 -2.27707
H -1.13655 -3.54809 -1.95222

## Properties
**Lowest unoccupied orbital energy**: -4.252 eV
**Total charge**: +1
**Energy relative to the best compared isomer or geometry (same formula, charge and spin)**: 27.7 kcal per mole
**Kohn-Sham gap**: 0.2601 Ha

---

No. 2
C29H58BBr16FO4P | ωB97M-V/def2-TZVPD

Cartesian coordinates (Å):
Br -2.99844 -2.14466 -7.77627
Br -4.51851 -4.95966 -2.39024
Br 0.46822 -3.33520 -8.31749
Br -6.33546 -2.52098 5.05843
Br 4.18355 6.45960 -3.37212
Br 1.09998 0.15515 4.75301
Br -1.55579 4.59098 4.05861
Br 6.28114 8.95438 -1.63359
Br -1.99868 -4.58944 -5.05058
Br 1.82708 -7.34619 4.60682
Br -4.66091 2.63763 3.74337
Br -4.67281 -1.41798 1.94643
Br 4.58902 -1.86784 3.87253
Br 1.87033 2.52854 2.05150
Br 1.44892 -3.75549 4.14989
Br 5.14633 -8.81038 5.28518
P -0.69826 -0.06876 -1.37131
F -3.19475 1.75257 -0.73972
O 1.94995 0.98671 -1.68028
O 0.46618 1.74982 0.10421
O 0.62739 -0.07106 -4.98162
O 3.16634 3.31216 -2.01569
C -1.17030 2.83971 -1.46453
C -3.80119 -5.28997 -5.14915
C 1.30390 0.52959 -4.18135
C 3.89563 -2.91723 5.35308
C 2.23178 1.74345 4.79317
C 3.96515 3.70637 -0.93488
C -2.15257 3.22816 0.86273
C -0.15995 1.72037 -1.17404
C -1.31178 -1.47858 -7.04552
C -2.41344 2.90437 -0.59503
C 6.79693 7.45694 -2.76373
C -1.78924 -1.62279 -3.36897
C -4.74246 -4.51095 -4.26915
C 1.08076 2.00571 -2.09682
C 2.29011 -9.07553 5.35928
C -0.71378 -1.13459 1.24760
C -1.61304 -0.60019 0.12912
C 3.20020 -4.16797 4.88069
C 0.86602 1.84881 -3.62119
C -0.20121 -1.52570 -8.05340
C 1.62791 2.85403 3.98045
C 1.77739 3.38154 -1.83595
C -2.94952 2.15393 4.53282
C -6.75556 -1.03460 3.87321
C 3.48165 -8.98516 6.27514
C -1.89837 -0.22794 -2.75889
C -2.32924 3.29968 5.28602
C 5.85360 7.27852 -3.92315
C -6.55157 -1.39382 2.42564
B 1.77356 0.96433 -0.18264
H 4.82244 3.03503 -0.85410
H 4.76250 -3.17341 5.95900
H -4.09314 -5.19054 -6.19321
H 2.45466 -9.74953 4.52507
H -2.92864 -0.10779 -2.40904
H 0.56502 2.96646 4.16407
H 0.15220 -1.67537 0.87614
H -0.50397 -1.16109 -9.02956
H 1.41198 -9.39406 5.91678
H 3.58635 -9.89866 6.85616
H -6.13464 -0.19986 4.18254
H 7.79612 7.69795 -3.11959
H -2.55029 -1.76145 -4.14067
H 1.46629 3.81198 -0.88188
H -0.33527 -0.28984 1.82598
H -3.04305 3.71008 -0.99102
H 3.46104 3.67771 0.02813
H -3.74988 -6.34112 -4.88483
H -1.49909 2.93746 5.88986
H 0.64788 -0.95160 -7.69052
H 4.36824 4.71908 -1.06661
H -3.03327 3.83229 5.91663
H -1.29905 -1.73566 1.94898
H -5.77550 -4.75839 -4.50361
H -1.71848 0.52453 -3.52570
H -1.52629 2.67103 -2.48369
H -1.97025 -2.40042 -2.62329
H 1.44768 2.59841 -4.16839
H -7.00264 -0.63703 1.78727
H 3.01954 -4.84103 5.71502
H -2.92596 2.80012 1.49781
H -2.28016 0.15389 0.55029
H 3.21077 1.44271 4.43154
H 3.23457 -2.26401 5.91490
H -0.79171 -1.78850 -3.77136
H -2.26145 -1.41566 -0.21030
H 3.42550 -8.13363 6.94503
H -4.59622 -3.43882 -4.35489
H 2.75609 1.56861 0.22717
H 2.26363 0.11320 -3.86617
H -1.19080 2.85765 1.21801
H -3.16832 1.32505 5.20199
H 3.75212 -4.69371 4.10843
H -2.13075 4.31183 0.97387
H 1.40066 4.06864 -2.60917
H 5.60504 8.21686 -4.40805
H -7.80108 -0.80315 4.06455
H 6.28145 6.59574 -4.65406
H -6.95548 -2.36875 2.17299
H -1.10507 -2.07062 -6.16094
H 2.30069 2.01542 5.84553
H -0.16750 1.97350 -3.94281
H -0.71953 3.83555 -1.45093
H 6.83845 6.58089 -2.12492
H -1.51039 -0.45238 -6.74889
H 2.12947 3.79750 4.19710
H 1.84363 -0.13741 0.32519
H -2.31826 1.80388 3.72046

## Properties
**Lowest unoccupied orbital energy**: 1.654 eV
**Total charge**: -1
**Energy relative to the best compared isomer or geometry (same formula, charge and spin)**: 0.0 kcal per mole
**Kohn-Sham gap**: 0.2148 Ha

---

No. 3
C29H58BeCl2N3O7P | ωB97M-V/def2-TZVPD

Cartesian coordinates (Å):
Cl 2.83335 5.85491 4.87511
Cl 0.70826 2.62159 2.99648
P 3.90486 1.64548 0.30362
O 0.94561 -1.55545 -0.43460
O 2.92688 1.26969 -0.93187
O 5.31565 2.03785 -0.09462
O 3.79995 0.27874 1.08155
O -0.44748 2.34853 -0.49012
O -1.23105 -0.09913 1.78445
O 2.98107 2.52552 1.23176
N -0.12307 3.05239 -1.70521
N -2.48481 -0.61178 2.28587
N 1.34400 -2.93166 -0.72527
C 0.23951 4.48979 -1.51489
C -1.08678 5.40562 -1.50276
C -2.17047 0.28885 4.62110
C -0.15484 0.90996 -3.06935
C 1.10598 4.89274 -0.30327
C -4.62423 -2.43476 3.31120
C -3.53233 -0.74753 0.04175
C -2.48333 -0.96468 3.75712
C 1.23997 3.69233 4.27321
C 1.80437 -2.73668 -3.23547
C 2.41255 -3.39611 1.42558
C 2.59909 -3.41077 -0.09946
C 0.45906 3.04144 -4.08934
C -0.40998 2.41096 -3.03431
C -1.50668 -2.12899 4.05903
C 2.03888 4.80878 3.68455
C 0.56544 4.58818 -4.03402
C 3.82733 -2.58269 -0.60894
C 1.15669 4.92819 -2.71182
C -3.21449 -1.51451 1.29955
C 2.76648 -5.27517 -1.81258
C 1.36437 -4.92628 -2.18855
C -3.89793 -1.37361 4.23323
C -0.52135 -3.32376 -2.41852
C -1.89267 2.63699 -3.45903
C -4.66862 -1.91162 1.86614
C -2.46861 -2.82852 0.90445
C 2.91372 -4.93518 -0.37499
C 1.00047 -3.40652 -2.11468
Be 1.37642 0.81841 0.82025
H 1.30752 5.45814 3.20336
H 3.66146 -1.51527 -0.75457
H -1.43182 -2.59514 0.66213
H -3.86161 0.24010 0.36463
H -1.25102 0.76296 4.27769
H 2.95291 -6.33396 -1.99233
H 1.50459 -3.93592 1.69451
H -2.22932 0.08442 5.69014
H -0.54313 -1.95647 3.57955
H 3.26485 -3.89721 1.88447
H 1.43806 -3.00151 -4.22732
H -1.14533 -3.93363 -1.76520
H -4.31208 -1.25914 -0.52247
H -1.83142 -3.07925 3.63517
H 0.07073 2.87001 -5.09329
H 2.49267 -5.59102 0.38704
H 1.04187 -5.34505 -3.14182
H 0.68889 -5.47466 -1.53195
H -0.96225 -2.32694 -2.42563
H -1.79186 5.23483 -2.31626
H -0.81103 -3.73550 -3.38530
H -1.64785 5.06056 -0.63429
H 4.56339 -2.60151 0.19478
H -4.03737 -3.35201 3.26256
H 1.36034 5.94947 -0.38521
H -2.64580 -3.54349 1.70788
H -2.51660 2.36707 -2.60699
H 1.83637 3.11775 4.98192
H 2.86156 -3.00151 -3.21775
H 0.30168 4.05302 4.69465
H -2.73853 -0.45996 -0.64765
H -2.84879 -3.35247 0.02750
H -5.03295 -2.70945 1.21896
H 3.98512 -5.09491 -0.25380
H -2.84051 1.13471 4.46727
H -0.39123 5.10339 -4.12035
H -4.53124 -0.49952 4.38485
H -0.85564 0.57031 -2.30672
H 0.84805 0.70466 -2.69497
H 1.17082 4.90187 -4.88444
H 2.27213 -2.37711 1.78615
H -0.31836 0.39251 -4.01466
H -5.59254 -2.70364 3.73332
H -1.28103 -2.22795 5.12082
H -0.93436 6.48294 -1.43766
H 2.68763 4.30304 2.96938
H 1.92740 4.18464 -0.19385
H -3.71666 -1.88373 5.17929
H 1.44395 2.57635 -4.13165
H 0.61494 4.86206 0.66938
H -5.37058 -1.08532 1.75395
H 3.48903 -4.80108 -2.47684
H 4.09924 -2.87073 -1.62442
H 1.70273 -1.65242 -3.18895
H 1.33427 6.00286 -2.75252
H -2.17601 3.65026 -3.74380
H 2.18538 4.58565 -2.59975
H -2.17180 2.09200 -4.36079

## Properties
**Lowest unoccupied orbital energy (spin up / spin down)**: 1.572 / 1.183 eV
**Multiplicity**: 4
**<S²>**: 3.8695
**Total charge**: -1
**Energy relative to the best compared isomer or geometry (same formula, charge and spin)**: 0.0 kcal per mole
**Kohn-Sham gap (spin up / spin down)**: 0.1904 / 0.1631 Ha

---

No. 4
C29H58NO25S3 | ωB97M-V/def2-TZVPD

Cartesian coordinates (Å):
S 32.68600 28.43800 10.11200
S 30.83900 33.22700 16.95900
S 35.96700 34.24700 16.82400
O 31.37400 34.48800 17.38300
O 32.56800 27.01900 9.81500
O 34.03000 28.89700 10.16600
O 38.78800 30.05300 4.42200
O 36.85100 24.81900 11.42300
O 36.99800 35.68600 16.69200
O 39.48500 31.55500 5.92100
O 38.14100 33.74400 8.25800
O 33.08100 32.73200 9.78200
O 39.08100 29.37200 6.41800
O 30.94800 32.00500 17.69900
O 36.32300 26.82600 12.37700
O 36.02600 33.31900 12.73300
O 34.82000 34.85000 17.34100
O 36.58200 30.30300 16.71600
O 31.52100 33.01500 15.45700
O 32.12000 28.50900 11.69800
O 39.29700 35.58100 8.87100
O 35.87800 33.57200 15.60900
O 37.94600 28.87900 16.18800
O 38.03500 30.94000 15.31100
O 34.66500 33.75800 8.73100
O 37.77000 35.80500 7.25600
O 34.19500 31.54200 8.26200
O 36.05900 26.50800 10.24400
N 37.53000 30.65000 10.65800
C 35.90900 25.37700 9.35100
C 38.39200 28.71800 4.30000
C 32.16400 27.91300 14.02800
C 33.03100 33.91500 10.38300
C 39.03000 37.00800 8.79400
C 36.34500 29.22600 17.66800
C 32.96200 32.08600 13.86500
C 37.22200 28.14700 17.15200
C 34.27100 34.58100 9.71700
C 38.30400 37.21400 7.49800
C 32.67700 27.66600 12.65100
C 38.44600 34.94900 8.06900
C 37.59700 37.76300 15.64800
C 39.17600 30.43900 5.57600
C 36.41400 26.12200 11.40500
C 37.59400 30.14000 16.01400
C 38.98100 30.97700 10.75600
C 36.64800 24.34800 10.13300
C 29.25100 33.59400 16.45200
C 33.96900 32.59900 8.82600
C 36.76300 33.27700 17.92400
C 37.43100 29.41100 11.47900
C 36.60100 32.11100 12.51300
C 38.38900 28.26900 5.76700
C 37.25800 30.32300 9.22100
C 31.71700 29.36300 9.10500
C 36.60400 31.68200 11.07200
C 36.63800 36.64900 15.75200
C 32.50800 32.10900 15.32000
H 37.40600 37.78500 7.55900
H 39.71400 30.06900 10.81100
H 32.18300 34.51800 10.08100
H 32.33200 31.17700 15.66600
H 37.17600 31.15700 8.40100
H 36.61200 27.54400 16.53400
H 31.20700 28.24400 13.96100
H 34.96200 25.10200 8.84300
H 30.63700 28.96100 9.37600
H 31.96800 26.98500 14.52900
H 39.22700 31.79300 10.12400
H 33.45800 32.42600 15.96500
H 34.20400 35.59800 9.39200
H 35.17000 34.64500 10.30300
H 37.45000 28.88500 3.75200
H 28.58500 33.81100 17.30800
H 36.20200 32.33000 18.25300
H 36.45300 29.51000 18.62800
H 36.51100 29.72800 9.06800
H 31.72800 30.50600 9.36200
H 36.76200 32.51500 10.53000
H 33.49900 31.20200 13.71600
H 35.90000 33.36900 13.78800
H 37.49200 38.22800 16.56200
H 31.98200 29.42500 8.13200
H 33.28000 33.87100 11.46500
H 39.17200 28.12400 3.91400
H 37.06700 38.26400 14.87000
H 37.55100 24.23200 9.51600
H 37.68300 29.76700 12.51900
H 33.54200 32.86800 13.64400
H 32.94700 28.47200 14.55900
H 39.97000 37.41400 8.97600
H 32.54700 26.55700 12.33600
H 38.61200 37.45500 15.40100
H 36.31200 31.20100 13.25200
H 38.92300 27.27200 6.01600
H 34.08200 27.72600 12.69600
H 37.36000 28.10400 6.12800
H 28.97500 34.37700 15.70000
H 37.04900 33.81800 18.85800
H 28.89100 32.47600 15.93400
H 37.94900 28.61300 11.30000
H 32.24300 31.98400 13.21400
H 36.73600 25.47000 8.43200
H 36.41300 36.00800 14.73400
H 35.56600 31.52600 10.75500
H 36.11300 23.41500 10.19300
H 37.56100 27.51500 17.98400
H 37.60000 33.15600 17.66900
H 36.53200 28.93900 11.44600
H 39.02300 37.76700 6.66800
H 38.02700 29.53800 9.01000
H 38.23300 37.41000 9.62600
H 39.20700 31.21000 11.88500
H 35.70200 36.93100 15.92000
H 37.60000 32.23300 12.69400
H 35.24900 28.96300 17.50300

## Properties
**Lowest unoccupied orbital energy**: -1.620 eV
**Total charge**: +1
**Energy relative to the best compared isomer or geometry (same formula, charge and spin)**: 53.9 kcal per mole
**Kohn-Sham gap**: 0.3738 Ha